No. 1
A cluster of 4 separate species, H8O4 in total. Source: the Open Molecules 2025 dataset; level of theory: the ωB97M-V functional and the def2-TZVPD basis.

Atoms and positions in Å:
H -0.4702 -1.7797 0.4672
H 4.0495 7.0677 1.9227
O -2.6934 -1.6370 -1.2107
O 0.1558 -1.2264 -0.0189
H -2.1452 -0.9609 -0.7544
H 4.9245 6.0658 1.2316
H -2.5287 -3.9640 -0.5242
O 4.0307 6.4240 1.1978
H -1.1524 -3.4385 -1.3219
H 0.9695 -1.3859 0.4818
H -3.5837 -1.3279 -0.9507
O -1.5565 -3.8371 -0.5203

Summary:
molecular weight: 72.06 g/mol
charge: +1
frontier orbital gap (spin up / spin down): 8.60 / 1.60 eV
multiplicity: 2
LUMO energy (spin up / spin down): -0.159 / -0.416 hartree
highest occupied orbital energy (spin up / spin down): -12.929 / -12.929 eV

These are the natural (NBO) partial charges, in e, on atoms 1 to 6:
1 H 0.46
2 H 0.47
3 O -0.71
4 O -0.89
5 H 0.52
6 H 0.47

No. 2
A cluster of 2 separate species, H8OSi3 in total. Source: the Open Molecules 2025 dataset; level of theory: the ωB97M-V functional and the def2-TZVPD basis.

Atoms and positions in Å:
H -0.0753 1.2236 1.3389
H 3.3761 -0.1834 -2.6699
Si 2.1261 0.4896 -2.2606
H 0.8137 -0.1401 -2.5307
O -1.9838 0.1621 0.9106
H 2.4939 2.0396 -2.3626
Si -1.2838 1.5866 0.6435
H -3.1010 -1.8543 1.1917
H 2.1564 0.4643 -0.6782
H -0.4852 -1.6112 1.4880
H -2.1925 -0.9655 3.1772
Si -1.8448 -1.2114 1.7521

Summary:
molecular weight: 108.32 g/mol
frontier orbital gap: 8.32 eV
LUMO energy: -0.008 hartree
highest occupied orbital energy: -8.534 eV

These are the natural (NBO) partial charges, in e, on atoms 1 to 6:
1 H -0.36
2 H -0.13
3 Si 0.52
4 H -0.12
5 O -1.31
6 H -0.11

No. 3
The molecule H8S2Si3. Source: the Open Molecules 2025 dataset; level of theory: the ωB97M-V functional and the def2-TZVPD basis.

Atoms and positions in Å:
H 0.8657 -3.1986 -1.2342
Si -0.2261 -0.3381 1.2778
H -0.5955 4.4906 0.6052
Si -0.3807 3.0120 0.4550
H -1.3390 -2.9890 -0.2087
H -1.0405 -2.7784 -2.7360
Si -0.3943 -2.5503 -1.3620
H 1.2015 -0.6104 1.2884
H 0.9840 2.7983 0.1997
H -1.0716 -1.0371 2.2207
H -1.1869 2.4428 -0.6350
S -0.9062 1.6083 1.9591
S -0.5583 -0.5081 -0.9763

Summary:
molecular weight: 156.46 g/mol
frontier orbital gap: 9.96 eV
LUMO energy: 0.018 hartree
highest occupied orbital energy: -9.481 eV
structure (SMILES): [SiH3]S[SiH2]S[SiH3]

These are the natural (NBO) partial charges, in e, on atoms 1 to 6:
1 H -0.17
2 Si 0.94
3 H -0.13
4 Si 0.78
5 H -0.16
6 H -0.13

No. 4
A cluster of 2 separate species, H8SSi3 in total. Source: the Open Molecules 2025 dataset; level of theory: the ωB97M-V functional and the def2-TZVPD basis.

Atoms and positions in Å:
S 0.6626 -1.7207 1.0103
H 2.5582 1.8505 0.0679
Si 2.8391 0.3971 -0.4712
H -2.1774 1.1938 1.9766
H -0.8491 1.6295 0.0163
Si -1.1682 -1.2911 -0.2307
Si -1.9108 0.8009 0.5639
H 4.0610 -0.2202 -0.0141
H -0.4622 -1.3193 -1.5555
H -2.3203 -2.2455 0.1026
H 2.0106 -0.2799 -1.4606
H -3.2435 1.2049 -0.0055

Summary:
molecular weight: 124.39 g/mol
frontier orbital gap (spin up / spin down): 6.52 / 5.95 eV
LUMO energy (spin up / spin down): -0.063 / -0.078 hartree
highest occupied orbital energy (spin up / spin down): -8.221 / -8.064 eV

These are the natural (NBO) partial charges, in e, on atoms 1 to 6:
1 S -0.67
2 H -0.11
3 Si 0.82
4 H -0.11
5 H -0.17
6 Si 0.52

No. 5
A cluster of 4 separate species, H9NO3 in total. Source: the Open Molecules 2025 dataset; level of theory: the ωB97M-V functional and the def2-TZVPD basis.

Atoms and positions in Å:
H -2.8492 -1.3561 1.5089
H -0.4471 3.2508 -2.0111
O -0.0122 3.3801 -1.1615
H 3.0796 -0.8329 0.8885
O 2.8754 0.1079 0.9803
O 0.4840 -0.3333 -0.6487
H 0.1768 2.4764 -0.8536
H -1.6594 -2.3475 1.1492
H 0.3157 -0.8953 -1.4300
H 0.1759 -0.9147 0.0728
H 2.0538 0.1949 0.4687
H -2.2275 -1.3374 0.0239
N -1.9656 -1.3929 1.0128

Summary:
molecular weight: 71.08 g/mol
charge: -1
frontier orbital gap (spin up / spin down): 3.51 / 10.81 eV
multiplicity: 2
LUMO energy (spin up / spin down): 0.153 / 0.150 hartree
highest occupied orbital energy (spin up / spin down): 0.654 / -6.720 eV

These are the natural (NBO) partial charges, in e, on atoms 1 to 6:
1 H 0.33
2 H 0.45
3 O -0.98
4 H 0.45
5 O -1.00
6 O -1.30

No. 6
A cluster of 4 separate species, H9O4 in total. Source: the Open Molecules 2025 dataset; level of theory: the ωB97M-V functional and the def2-TZVPD basis.

Atoms and positions in Å:
O 1.1579 1.8727 -0.9824
H 0.9917 -3.1761 1.1625
H 0.0304 -3.1094 0.0422
H -0.2269 -1.1199 1.1663
H -0.4540 1.3068 -1.0746
H -1.9599 1.3934 -0.8375
H 1.1168 2.8163 -1.1852
O 0.4879 -2.5150 0.6611
H -1.0911 0.0587 0.3252
O -0.7836 -0.2967 1.3192
O -1.2434 0.7447 -0.8646
H 2.0816 1.6298 -1.1775
H -0.1074 0.3947 1.4452

Summary:
molecular weight: 73.07 g/mol
charge: +1
frontier orbital gap: 13.22 eV
LUMO energy: -0.125 hartree
highest occupied orbital energy: -16.605 eV

These are the natural (NBO) partial charges, in e, on atoms 1 to 6:
1 O -0.98
2 H 0.51
3 H 0.51
4 H 0.55
5 H 0.53
6 H 0.51

Energy across the listed records, respectively: -8308.434, -25808.028, -45433.712, -34593.760, -7778.060, -8329.583 eV.
Relative energy (zero: lowest compared OMol25 entry of this formula, charge and spin) across the listed records, respectively: 23.9, 56.6, 2.4, 68.7, 9.0, 12.5 kcal per mole.